No. 1
Below is B2Cd3H28O18P2 as an isolated structure, with properties calculated with ωB97M-V/def2-TZVPD.

Geometry (Å):
Cd1 -16.58 -12.04 22.60
Cd2 -16.17 -13.78 19.16
Cd3 -13.86 -13.54 23.88
P1 -15.81 -12.15 25.21
P2 -14.74 -13.79 21.37
O1 -16.44 -11.01 24.34
O2 -16.61 -12.10 26.51
O3 -16.26 -13.49 21.22
O4 -13.49 -17.34 21.57
O5 -14.24 -13.81 19.89
O6 -14.26 -12.23 25.30
O7 -15.92 -11.71 18.71
O8 -16.82 -16.11 22.72
O9 -13.38 -15.15 25.12
O10 -13.57 -16.15 18.73
O11 -11.53 -13.36 19.26
O12 -14.31 -14.90 22.36
O13 -14.46 -12.54 22.24
O14 -16.31 -15.97 19.71
O15 -11.75 -13.12 23.52
O16 -16.03 -13.37 24.26
O17 -12.56 -11.06 20.99
O18 -18.37 -13.37 19.34
B1 -18.77 -12.02 22.22
B2 -16.22 -14.43 16.96
H1 -13.82 -15.59 25.86
H2 -11.43 -12.43 19.02
H3 -16.63 -16.66 20.31
H4 -13.65 -16.51 22.09
H5 -12.63 -15.72 24.90
H6 -17.04 -15.17 22.78
H7 -15.85 -16.11 22.68
H8 -16.96 -14.91 17.66
H9 -18.72 -13.01 20.18
H10 -15.28 -11.14 19.16
H11 -16.42 -11.12 18.13
H12 -15.55 -16.37 19.24
H13 -12.41 -10.42 21.68
H14 -18.70 -11.20 23.03
H15 -13.34 -11.58 21.31
H16 -13.65 -17.07 20.65
H17 -16.61 -13.37 16.69
H18 -15.23 -14.27 17.49
H19 -18.07 -11.79 21.37
H20 -13.88 -15.22 18.74
H21 -16.08 -15.09 16.03
H22 -11.33 -12.29 23.25
H23 -12.49 -13.45 19.45
H24 -19.03 -13.16 18.67
H25 -18.30 -12.97 22.61
H26 -12.90 -16.18 18.03
H27 -11.02 -13.70 23.79
H28 -19.86 -12.17 21.87

Summary:
E_tot = -70938.25606 eV
Highest occupied orbital energy = -1.411 eV
LUMO energy = 3.9 eV
Total charge = -2
Relative energy (zero: lowest compared OMol25 entry of this formula, charge and spin) = 0.000 eV
Gap between HOMO and LUMO = 5.3 eV

No. 2
Below is a single CH4INO molecule, with properties calculated with ωB97M-V/def2-TZVPD.

Geometry (Å):
I1 2.49 -0.14 0.26
O1 -0.50 0.20 -0.48
N1 -0.95 0.61 0.87
C1 0.50 -0.72 -0.50
H1 -1.87 0.84 0.71
H2 0.61 -0.66 -1.62
H3 0.30 -1.67 -0.19
H4 -0.58 1.53 0.94

Summary:
E_tot = -12737.58411 eV
SMILES string = NOCI
Highest occupied orbital energy = -9.377 eV
LUMO energy = 0.5 eV
Total charge = 0
Relative energy (zero: lowest compared OMol25 entry of this formula, charge and spin) = 0.518 eV
Gap between HOMO and LUMO = 9.9 eV

No. 3
Below is a 6-piece molecular cluster, C19H48N2O6 overall, with properties calculated with ωB97M-V/def2-TZVPD.

Geometry (Å):
O1 0.36 -0.78 -2.38
O2 -1.68 0.30 0.11
O3 1.15 0.40 0.01
O4 3.29 0.06 1.96
O5 0.63 2.85 1.23
O6 -1.81 0.72 -3.28
N1 2.87 -1.28 2.08
N2 -2.43 1.42 -2.23
C1 -2.07 2.85 -2.30
C2 0.31 -2.19 -2.25
C3 1.60 -3.03 3.26
C4 2.11 -1.56 3.30
C5 -3.82 1.03 -2.08
C6 3.04 -3.65 1.37
C7 -2.65 3.53 -1.05
C8 2.67 -4.03 2.79
C9 -4.76 1.35 -3.27
C10 3.77 -1.85 -0.13
C11 2.96 -1.42 4.58
C12 -0.55 3.01 -2.24
C13 -4.39 1.72 -0.83
C14 -3.86 -0.49 -1.83
C15 -4.13 3.23 -0.83
C16 5.09 -2.30 1.90
C17 3.68 -2.24 1.34
C18 -2.54 3.53 -3.58
C19 0.91 -0.65 3.39
H1 2.24 -3.72 0.63
H2 -4.26 1.36 -4.24
H3 5.60 -1.34 1.75
H4 1.30 -3.25 4.29
H5 0.00 2.50 -3.04
H6 -1.97 0.68 -0.74
H7 -2.54 4.61 -1.07
H8 3.91 -1.95 4.64
H9 4.40 -2.58 -0.65
H10 -3.63 3.48 -3.65
H11 -2.16 3.04 -4.48
H12 -0.14 2.28 1.38
H13 -1.12 0.16 -2.87
H14 0.52 3.60 1.82
H15 -5.46 1.53 -0.70
H16 1.00 -2.71 -2.92
H17 4.14 0.12 2.42
H18 -0.70 0.27 0.05
H19 4.17 -0.85 -0.34
H20 -3.94 1.32 0.08
H21 3.87 -4.30 1.07
H22 -4.70 3.75 -1.62
H23 5.14 -2.36 2.99
H24 0.77 -3.14 2.57
H25 -2.27 4.58 -3.71
H26 2.31 -5.06 2.90
H27 -0.27 4.06 -2.36
H28 -2.05 3.10 -0.25
H29 -4.40 3.70 0.11
H30 0.33 -0.73 2.47
H31 -3.16 -0.69 -1.01
H32 0.82 -0.44 -1.60
H33 -0.14 2.69 -1.27
H34 2.78 -1.86 -0.59
H35 3.25 -0.36 4.69
H36 3.53 -4.00 3.47
H37 0.19 -0.85 4.17
H38 -0.69 -2.55 -2.53
H39 -3.53 -1.01 -2.74
H40 1.26 1.35 0.20
H41 -4.84 -0.89 -1.60
H42 -5.50 0.55 -3.32
H43 1.22 0.40 3.48
H44 -5.34 2.27 -3.17
H45 2.30 -1.62 5.42
H46 1.86 -0.04 0.49
H47 0.44 -2.53 -1.23
H48 5.73 -3.11 1.53

Summary:
E_tot = -35744.93304 eV
SMILES string = CC1(C)CCCC(C)(C)N1O.CC1(C)CCCC(C)(C)N1O.CO.O.O.O
Highest occupied orbital energy = -8.299 eV
LUMO energy = 0.4 eV
Total charge = 0
Relative energy (zero: lowest compared OMol25 entry of this formula, charge and spin) = 0.000 eV
Gap between HOMO and LUMO = 8.7 eV

No. 4
Below is an isolated ion of composition C5H13N2O and charge +1, with properties calculated with ωB97M-V/def2-TZVPD.

Geometry (Å):
O1 1.80 1.41 0.45
N1 0.05 0.56 -1.56
N2 -0.93 -1.21 0.14
C1 2.46 -0.81 -0.25
C2 1.38 0.05 0.43
C3 -0.04 0.18 -0.25
C4 -2.72 0.68 0.44
C5 -1.23 0.16 0.63
H1 -3.02 0.48 -0.58
H2 3.31 -0.39 -0.84
H3 -2.65 1.74 0.61
H4 -1.66 -1.52 -0.56
H5 1.21 -0.32 1.37
H6 2.02 -1.37 -1.02
H7 -0.81 -1.91 0.87
H8 2.83 -1.58 0.39
H9 -3.46 0.10 1.02
H10 -1.30 0.34 1.73
H11 0.90 0.77 -1.93
H12 -0.69 1.04 -2.09
H13 2.54 1.59 1.01

Summary:
E_tot = -10415.05025 eV
SMILES string = C[C@@H](O)[C@@]1(N)[NH2+][C@@H]1C
Highest occupied orbital energy = -14.525 eV
LUMO energy = -3.0 eV
Total charge = +1
Relative energy (zero: lowest compared OMol25 entry of this formula, charge and spin) = 3.146 eV
Gap between HOMO and LUMO = 11.5 eV

Copy entry 2 word for word.
Below is a single CH4INO molecule, with properties calculated with ωB97M-V/def2-TZVPD.

Geometry (Å):
I1 2.49 -0.14 0.26
O1 -0.50 0.20 -0.48
N1 -0.95 0.61 0.87
C1 0.50 -0.72 -0.50
H1 -1.87 0.84 0.71
H2 0.61 -0.66 -1.62
H3 0.30 -1.67 -0.19
H4 -0.58 1.53 0.94

Summary:
E_tot = -12737.58411 eV
SMILES string = NOCI
Highest occupied orbital energy = -9.377 eV
LUMO energy = 0.5 eV
Total charge = 0
Relative energy (zero: lowest compared OMol25 entry of this formula, charge and spin) = 0.518 eV
Gap between HOMO and LUMO = 9.9 eV

Question: Look up the gap between HOMO and LUMO of the first one.
Answer: 5.3 eV